Record 1
Density functional theory data (ωB97M-V/def2-TZVPD) for a molecular structure, C30H26N10ORuS3.

Geometry (Å):
C1 -4.23034 -0.97227 -3.40562
C2 -2.94371 0.13813 -1.75709
Ru1 -0.54951 -0.69795 -0.15746
C3 -0.03943 1.88496 -2.20955
C4 -0.16426 -3.29963 2.45894
N1 2.83085 0.05025 -1.94693
N2 -1.20247 1.87102 1.02115
H1 -3.39358 -2.83624 -4.03214
H2 -5.08992 -1.04129 -4.05969
H3 0.19696 -4.79041 -3.57985
H4 1.90475 -1.10897 4.05408
H5 0.57880 2.52184 -4.15151
C5 -1.98388 1.03741 1.87919
C6 2.46756 -3.86818 -1.25801
C7 -2.17157 -1.87157 -2.54596
C8 1.45765 -2.09442 3.94154
N3 0.49402 -2.51926 -1.13228
C9 0.59981 3.31541 -0.36464
H6 -1.53140 -3.54549 -3.38504
C10 -0.02706 -3.20684 -2.13246
C11 -3.29340 -1.96916 -3.39237
S1 -1.22384 -3.57519 1.18306
O1 1.88274 0.02010 -1.13744
N4 -1.28967 -2.92843 -2.62935
C12 0.20926 2.63709 3.44228
H7 -1.77061 5.37964 3.65917
H8 -0.50566 0.97992 -2.56556
C13 1.31245 -0.64586 -3.73804
C14 -0.86967 4.77638 3.67239
N5 -2.51731 1.53733 2.93832
H9 -0.57148 -5.28670 3.14429
C15 -4.05072 0.12347 -2.56425
C16 1.22868 4.16748 -1.25830
S2 -2.27060 -0.59353 1.33236
C17 0.36350 5.37185 3.88425
N6 -0.66795 1.26641 0.06445
H10 -4.75444 0.94155 -2.52376
H11 1.72308 4.55593 -3.30914
S3 0.85682 -0.77656 1.70291
H12 2.32798 2.63877 3.61239
C18 1.21804 3.89120 -2.61950
H13 -2.96854 3.26598 3.78782
C19 -0.96470 3.39956 3.44421
H14 1.73938 5.04588 -0.88458
C20 1.72740 -2.84938 -0.71052
H15 2.26698 -2.83064 3.92299
C21 -0.02286 2.17705 -0.85611
H16 2.45912 -5.39924 -2.77884
C22 0.65512 -4.26629 -2.75097
C23 1.43407 3.25019 3.63861
H17 -2.77735 0.95683 -1.07547
C24 1.52933 4.61978 3.86141
H18 0.16689 1.56992 3.27093
N7 -2.21973 2.84414 3.26977
H19 0.41001 6.44176 4.05014
H20 -0.60769 -4.07616 4.42737
C25 2.59161 -0.30469 -3.21606
N8 4.57792 -0.27692 -4.85918
N9 -1.99858 -0.82913 -1.73375
C26 -0.08829 -4.38693 3.51479
C27 0.57954 2.75511 -3.09463
H21 0.61105 3.50801 0.69960
H22 0.93989 -4.62825 3.79434
C28 0.62531 -2.15436 2.67652
H23 2.49332 5.08942 4.00602
C29 3.70031 -0.28507 -4.11119
H24 0.85167 -2.30118 4.82646
C30 1.90961 -4.59514 -2.30604
N10 0.26809 -0.90141 -4.16031
H25 2.11231 -2.23935 0.09394
H26 3.45831 -4.07771 -0.88213

Cartesian forces, eV/Å:
C 0.0 0.0 0.0
C 0.0 0.0 0.0
Ru 0.3 0.4 -0.2
C 0.0 0.1 0.0
C 0.1 0.1 0.0
N 0.1 -0.1 0.0
N -0.5 -0.1 0.3
H 0.0 0.0 0.0
H 0.0 0.0 0.0
H 0.0 0.0 0.0
H 0.0 0.0 0.0
H 0.0 0.0 0.0
C 0.3 0.5 -0.2
C 0.0 0.0 0.0
C 0.0 0.1 -0.1
C 0.0 0.0 0.0
N -0.1 0.0 0.1
C 0.1 0.0 -0.1
H 0.0 0.0 0.0
C 0.0 0.0 -0.1
C 0.0 0.0 0.0
S 0.1 -0.1 0.0
O -0.1 0.0 0.1
N -0.1 -0.1 0.1
C 0.0 0.0 -0.1
H 0.0 0.0 0.0
H 0.0 0.0 0.0
C -0.1 0.0 0.1
C 0.0 0.0 0.0
N 0.0 -0.5 0.0
H 0.0 0.0 0.0
C 0.0 0.0 0.0
C 0.0 0.0 0.0
S -0.4 -0.1 0.3
C -0.1 0.0 0.0
N 0.2 -0.4 0.0
H 0.0 0.0 0.0
H 0.0 0.0 0.0
S -0.1 0.0 0.0
H 0.0 0.0 0.0
C 0.0 0.0 0.0
H 0.0 0.0 0.1
C 0.2 -0.1 0.2
H 0.0 0.0 0.0
C 0.0 0.0 0.0
H 0.0 0.0 0.0
C 0.0 -0.1 0.1
H 0.0 0.0 0.0
C 0.0 0.0 0.0
C 0.0 0.0 0.0
H 0.0 0.0 0.0
C 0.0 -0.1 0.0
H 0.0 0.0 0.0
N -0.2 0.3 -0.4
H 0.0 0.0 0.0
H 0.0 0.0 0.0
C 0.1 0.0 -0.2
N 0.0 0.0 0.0
N 0.0 0.0 0.0
C 0.0 0.0 0.0
C 0.0 -0.1 0.0
H 0.0 0.0 0.0
H 0.0 0.0 0.0
C 0.0 -0.1 0.0
H 0.0 0.0 0.0
C 0.0 0.0 0.0
H 0.0 0.0 0.0
C 0.0 0.0 0.0
N 0.1 0.0 -0.1
H 0.0 0.0 0.0
H 0.0 0.0 0.0

Results
Multiplicity: 2
Total charge: -1
LUMO level (alpha / beta): 1.96 / 1.72 eV



Record 2
Density functional theory data (ωB97M-V/def2-TZVPD) for a molecular structure, C30H26N14S3Sc.

Geometry (Å):
H1 -1.75086 4.67024 4.83303
S1 2.67178 -4.25753 -0.23280
C1 2.03744 -3.05314 -1.29099
H2 2.68490 -2.57545 3.06360
H3 2.16103 -4.11222 -3.00749
N1 1.65823 -1.98050 -0.64803
H4 -5.33420 0.20103 -0.60095
H5 3.80986 2.67755 2.49865
N2 1.86847 -2.06461 0.70669
H6 -1.64814 -4.32545 -2.95806
C2 -0.83601 -0.27591 3.04165
C3 3.38765 0.33067 -0.37066
N3 4.80016 1.52751 1.11288
H7 1.76506 6.19543 2.88875
H8 -3.02849 -0.57254 -1.16473
C4 0.01866 4.07675 2.83831
N4 0.15829 1.81211 -1.68904
H9 -0.30524 1.90620 -5.01595
C5 1.47672 -4.37005 3.10919
H10 0.13817 4.33482 -4.62972
C6 -0.40320 0.00582 -3.15725
H11 1.37871 -5.32164 2.58435
C7 -0.98688 5.42339 4.68274
N5 -4.68748 1.58840 0.78829
C8 -0.08849 1.42209 -2.94421
H12 -1.71865 6.68111 6.25642
C9 4.64159 0.71322 0.07546
H13 3.57027 -4.03360 2.63149
C10 0.97595 6.25130 3.62846
N6 -0.22534 -0.61767 2.09167
H14 -0.55277 -0.35881 -4.17036
H15 0.57911 3.43065 -0.48024
H16 0.52717 -3.84095 3.02849
H17 5.53489 0.33332 -0.40408
N7 2.27671 0.80024 0.19442
C11 -0.96088 6.54773 5.49348
H18 3.27057 -0.37694 -1.17686
H19 1.66768 -4.58198 4.15978
C12 0.90903 7.34464 4.47735
H20 0.57578 5.09183 -2.28253
H21 2.15264 3.85558 2.84529
C13 -1.15615 3.53806 2.34075
C14 3.69037 2.01506 1.65188
C15 -1.10674 2.40395 1.54414
C16 0.00269 5.26733 3.72466
N8 -2.12238 0.78296 0.09718
N9 -1.50746 -4.14765 -1.97663
C17 -3.19457 0.22935 -0.46146
C18 -4.47100 0.65099 -0.12770
C19 1.21411 3.46209 2.48368
C20 -0.09981 2.28772 -4.02482
H22 -3.77864 2.87733 2.10590
N10 0.04644 1.83330 1.20702
C21 -3.61014 2.13266 1.33989
C22 0.38196 3.11269 -1.49323
H23 -2.10234 4.01175 2.55953
H24 1.13566 -2.75509 -3.04010
N11 1.96850 -3.19468 -2.63987
S2 -1.41936 -2.46657 0.06437
C23 0.14276 3.63260 -3.80682
C24 -1.25639 -2.86549 -1.60304
H25 -1.96146 -4.75447 -1.31656
Sc1 0.07139 -0.25331 0.04482
N12 -0.03857 7.50483 5.40054
C25 1.18729 2.34352 1.67180
C26 2.37643 -3.17564 1.09470
N13 -0.85137 -2.08835 -2.59189
C27 2.42686 1.69116 1.17601
N14 -0.54254 -0.80129 -2.18221
S3 -1.65210 0.28900 4.30812
C28 -2.32230 1.76225 0.97933
H26 1.65180 8.13052 4.40630
C29 2.61093 -3.52342 2.52997
C30 0.38410 4.05314 -2.51310

Cartesian forces, eV/Å:
H 0.0 0.0 0.0
S 0.1 -0.2 0.0
C -0.1 0.0 0.1
H 0.0 0.0 0.0
H 0.0 0.0 0.0
N -0.1 0.1 0.0
H 0.0 0.0 0.0
H 0.1 0.0 0.0
N -0.1 0.2 -0.3
H 0.0 0.0 0.0
C 0.0 0.1 0.2
C 0.0 0.1 0.0
N -0.1 0.0 0.0
H 0.0 0.0 0.0
H 0.0 0.0 0.0
C 0.0 0.2 0.1
N 0.0 0.0 0.1
H 0.0 0.0 0.0
C -0.1 0.0 -0.1
H 0.0 0.0 0.0
C 0.1 0.3 -0.1
H 0.0 0.0 0.0
C -0.1 0.0 0.1
N 0.2 0.0 0.0
C -0.1 -0.4 0.0
H 0.0 0.0 0.0
C 0.1 0.0 0.0
H 0.0 0.0 0.0
C 0.1 0.1 -0.1
N -0.3 -0.1 0.3
H 0.0 0.0 0.0
H 0.0 0.0 0.0
H 0.0 0.0 0.0
H 0.0 0.0 0.0
N 0.1 -0.3 0.0
C 0.1 0.1 0.0
H 0.0 0.0 0.0
H 0.0 0.0 0.0
C -0.1 0.0 0.1
H 0.0 0.0 0.0
H 0.0 0.0 0.0
C -0.1 0.0 0.0
C 0.2 0.0 0.0
C -0.2 -0.1 -0.1
C 0.0 -0.2 -0.2
N 0.3 -0.3 -0.1
N -0.1 0.1 0.1
C 0.0 0.1 0.0
C -0.1 0.0 0.0
C 0.1 0.0 0.1
C 0.0 0.1 -0.1
H 0.0 0.0 0.0
N 0.1 -0.2 -0.2
C -0.2 0.1 0.0
C 0.1 -0.1 -0.1
H 0.0 0.0 0.0
H 0.1 -0.1 0.0
N -0.3 0.2 0.0
S 0.3 0.2 -0.1
C 0.0 0.0 -0.1
C 0.2 -0.3 -0.1
H 0.0 0.0 0.0
Sc 0.0 0.2 -0.3
N 0.0 -0.2 -0.1
C 0.1 0.0 0.0
C 0.0 -0.1 0.1
N 0.1 0.4 0.4
C -0.3 0.1 0.1
N -0.2 -0.4 -0.1
S 0.1 -0.1 -0.2
C 0.2 0.1 0.1
H 0.0 0.0 0.0
C 0.1 0.1 -0.1
C 0.0 0.0 0.1

Results
Total charge: +1
LUMO level: -3.49 eV



Record 3
Density functional theory data (ωB97M-V/def2-TZVPD) for a molecular structure, C30H26N3PPtSe3Te.

Geometry (Å):
P1 -1.73019 -3.09344 -0.24317
H1 5.89542 1.20731 -4.05757
H2 -4.55487 -2.14956 -0.24916
H3 0.49030 -8.32232 0.36798
H4 1.85543 -6.40599 -0.41369
N1 1.36697 1.45766 0.09651
C1 -4.07193 -3.34557 -4.21867
C2 0.24580 -5.00610 -0.27841
C3 -3.69814 -3.19884 3.35845
C4 1.38365 1.93500 1.29172
C5 -0.12428 0.31112 4.17510
H5 -1.10437 -1.30943 2.97733
C6 -2.44630 -2.31862 -2.77871
C7 5.03715 1.45482 -3.44468
C8 -1.85315 -5.88031 0.47789
H6 -3.81690 -5.04091 -1.30686
H7 0.72031 2.34592 -1.65332
C9 2.66532 1.74454 -3.21350
C10 0.68305 1.36058 3.72276
C11 -2.77150 -3.37271 2.34405
C12 -0.47846 -0.43495 3.04513
C13 -5.24632 -2.28083 1.77275
H8 4.22329 2.24550 -0.25514
H9 1.71886 3.37842 -0.61415
C14 3.76895 1.45861 -4.00040
H10 1.66047 1.70752 -3.61676
H11 -0.43002 0.11063 5.19026
C15 -4.31040 -4.31913 -3.25228
Se1 -1.76623 1.13234 -1.18268
H12 -3.44319 -3.47796 4.37412
Se2 2.07177 -1.41168 -1.58253
H13 -1.71559 -1.54329 -2.59104
Te1 1.17480 -2.25998 -3.69477
C16 -1.28992 -7.14197 0.60034
C17 4.10025 2.04007 -1.31379
H14 -2.94049 -1.57969 -4.71395
N2 0.05474 0.10542 1.94748
H15 -1.79382 -3.78220 2.57710
H16 -5.66720 -2.50334 3.86623
C18 1.61616 2.36348 -1.02358
H17 -1.89263 -7.97052 0.95533
H18 1.76925 2.94244 1.46498
Pt1 0.41459 -0.37486 -0.12887
C19 0.04561 -7.33771 0.27364
C20 -4.31509 -2.46299 0.75924
H19 -4.61432 -3.37023 -5.15743
C21 5.20440 1.74367 -2.09570
H20 -5.03395 -5.10569 -3.43566
C22 -3.06751 -3.01537 1.03088
C23 0.81124 -6.26670 -0.16156
H21 -6.20683 -1.83518 1.54262
H22 3.63415 1.19446 -5.04132
N3 -0.69869 -2.01491 -0.22862
C24 -3.62003 -4.27888 -2.05255
C25 -2.68770 -3.27498 -1.80346
C26 -4.94302 -2.65235 3.07348
H23 1.13829 2.14101 4.31371
H24 6.19435 1.72987 -1.65582
C27 2.82472 2.03872 -1.86364
H25 -2.89159 -5.73375 0.75574
H26 0.83534 -4.15698 -0.60190
C28 -3.14068 -2.35007 -3.98043
C29 -1.09592 -4.80483 0.02635
C30 0.76948 1.19780 2.33820
Se3 -1.34005 1.85883 -3.30561

Cartesian forces, eV/Å:
P -0.1 0.2 0.0
H 0.0 0.0 0.0
H 0.0 0.0 0.0
H 0.0 0.0 0.0
H 0.0 0.0 0.0
N 0.0 -0.3 -0.3
C -0.1 -0.1 0.0
C 0.0 0.0 0.0
C 0.0 0.0 0.0
C -0.1 0.2 0.0
C 0.1 0.0 0.1
H 0.0 0.0 0.0
C 0.0 0.1 0.0
C 0.1 0.0 0.0
C -0.1 0.0 0.0
H 0.0 0.0 0.0
H 0.1 0.0 0.1
C 0.0 0.0 0.1
C 0.0 0.1 0.1
C 0.1 0.0 0.0
C -0.1 -0.1 -0.1
C 0.0 0.0 0.0
H 0.0 0.0 0.0
H 0.0 0.0 -0.1
C 0.0 -0.1 0.0
H 0.0 0.0 0.0
H 0.0 0.0 0.0
C 0.0 0.0 -0.1
Se -0.2 0.2 -0.2
H 0.0 0.0 0.0
Se -0.3 0.1 -0.2
H 0.0 0.1 0.1
Te 0.1 0.0 0.0
C 0.0 -0.1 0.0
C 0.0 0.0 0.1
H 0.0 0.0 0.0
N -0.2 -0.2 -0.4
H 0.0 0.0 0.0
H 0.0 0.0 0.0
C 0.0 0.1 0.1
H 0.0 0.0 0.0
H 0.0 -0.1 0.0
Pt 0.5 0.1 0.6
C 0.0 -0.1 0.0
C 0.0 0.1 0.0
H 0.0 0.0 0.0
C 0.0 0.0 -0.1
H 0.0 0.0 0.0
C 0.0 0.0 -0.1
C 0.1 0.0 0.0
H 0.0 0.0 0.0
H 0.0 0.0 0.0
N 0.2 -0.2 0.2
C 0.0 -0.1 0.1
C 0.0 0.0 0.1
C 0.0 0.0 0.0
H 0.0 0.0 0.0
H 0.0 0.0 0.0
C -0.1 -0.1 0.0
H 0.0 0.0 0.0
H 0.0 0.1 0.0
C 0.0 0.1 0.0
C 0.1 0.1 0.0
C 0.2 0.1 0.1
Se -0.1 -0.1 0.0

Results
Multiplicity: 3
Total charge: -2
LUMO level (alpha / beta): 4.34 / 4.21 eV



Record 4
Density functional theory data (ωB97M-V/def2-TZVPD) for a molecular structure, C30H26N4O6Ti in a non-equilibrium geometry.

Geometry (Å):
O1 1.16434 3.29964 -0.52745
H1 4.75141 -0.82429 -2.11913
H2 -1.12803 0.49036 -4.35602
O2 -0.63623 1.41994 0.85533
H3 -2.97194 2.20869 -1.36685
O3 1.77142 -0.90380 -2.46239
H4 0.00004 3.18972 2.32254
C1 -1.40835 3.35288 5.42043
H5 0.02937 -0.82674 -4.10775
H6 4.09326 3.66472 0.01792
H7 -2.86998 1.96199 6.15783
H8 1.57680 -3.83662 -0.38673
O4 0.08834 -2.72310 -1.29937
C2 -0.79041 -0.47189 -4.73155
C3 3.14400 1.97312 -0.92290
C4 4.61439 0.14931 -1.65845
H9 -0.06588 -4.05124 0.20485
C5 -0.61890 2.93416 3.17795
C6 0.63870 -3.30404 -0.16802
H10 2.15709 0.02107 3.69103
N1 1.06598 1.14251 -1.50352
H11 0.04657 4.56089 4.40688
C7 -1.89786 2.38882 -1.47434
H12 0.65509 -2.00757 -1.66498
C8 2.03924 0.20036 -1.90984
H13 1.83781 -2.40793 4.23286
C9 1.72562 2.26935 -0.92792
N2 -2.15647 -0.36841 0.34446
C10 -2.26016 1.47685 4.16220
C11 1.64960 -2.02946 3.23456
C12 -1.45035 1.81813 3.07800
C13 -2.46797 -1.89784 -3.68027
C14 -3.24523 -3.03405 -3.88703
H14 -1.39563 3.94773 6.32632
H15 -1.67761 2.60662 -2.52411
C15 -0.60160 3.69420 4.34358
C16 5.50534 2.14842 -0.56610
H16 6.68722 0.45053 -1.25332
C17 1.81553 -0.68586 2.94538
H17 -3.29979 -3.43281 -4.89431
N3 1.06922 -1.05663 0.69473
H18 -0.44762 -0.36131 -5.76021
H19 1.62868 0.79006 1.39351
C18 1.51797 -0.25382 1.66415
H20 6.36759 2.69027 -0.19452
C19 -3.00028 -1.97605 -1.30927
N4 -2.26656 0.06250 1.64556
C20 3.32391 0.69951 -1.54204
H21 -1.59632 3.24290 -0.86523
H22 -2.90027 0.60777 4.07146
C21 -2.88126 -1.46225 0.01701
C22 5.68737 0.86404 -1.17651
C23 0.96658 -2.34985 0.96130
H23 1.11002 -3.93728 2.40257
C24 4.24126 2.69256 -0.44434
C25 -2.23712 2.23885 5.32142
C26 -3.77836 -3.12777 -1.54586
O5 -1.59653 -0.26629 -2.16627
O6 -1.86527 -1.42145 -4.80646
C27 -1.44321 1.04247 1.82726
C28 1.23504 -2.87322 2.22954
H24 -4.27113 -3.60288 -0.70267
C29 -3.90223 -3.64667 -2.82048
Ti1 -0.80873 0.68144 -0.84333
H25 -3.42801 -1.94982 0.81489
H26 -4.49605 -4.53789 -2.99352
C30 -2.34346 -1.35355 -2.40249

Cartesian forces, eV/Å:
O 0.0 -0.2 0.0
H 0.0 0.0 0.0
H 0.0 0.0 0.0
O -0.2 0.4 1.6
H 0.0 -0.1 0.0
O -0.2 0.1 0.2
H 0.0 0.0 0.1
C 0.0 0.0 0.0
H 0.0 0.0 0.1
H 0.0 -0.1 0.0
H 0.0 0.0 0.0
H 0.1 -0.1 -0.1
O -0.3 -0.2 0.0
C -0.1 -0.1 0.0
C 0.1 -0.1 -0.1
C 0.0 0.1 0.0
H -0.1 0.0 0.0
C 0.1 0.2 0.1
C 0.0 0.3 -0.1
H 0.0 0.0 0.0
N 0.8 0.2 0.2
H 0.0 0.0 0.0
C 0.2 0.0 0.1
H 0.4 0.1 -0.1
C -0.4 0.0 0.1
H 0.0 0.0 0.0
C -0.1 -0.2 -0.2
N -0.1 -0.4 0.1
C -0.1 0.0 0.1
C 0.0 0.0 0.2
C 0.3 -0.1 -0.1
C 0.2 -0.1 -0.1
C -0.2 -0.2 0.1
H 0.0 0.0 0.0
H 0.0 -0.1 0.0
C 0.0 -0.1 -0.2
C -0.1 -0.2 -0.1
H 0.0 0.0 0.0
C 0.1 0.2 -0.1
H 0.0 0.0 0.1
N 0.0 0.0 0.1
H 0.0 0.0 0.0
H 0.0 0.0 0.0
C 0.0 0.2 0.0
H 0.0 0.0 0.0
C 0.0 0.1 0.4
N -0.3 -0.4 -0.2
C 0.2 0.1 0.0
H 0.0 0.0 0.0
H 0.0 0.0 0.0
C 0.2 0.4 -0.2
C -0.1 0.2 0.1
C 0.1 -0.2 0.2
H 0.0 0.0 0.0
C 0.0 0.0 -0.1
C 0.0 -0.1 -0.1
C -0.1 -0.1 -0.1
O -0.2 -1.3 -0.8
O 0.1 0.3 -0.2
C 0.1 0.2 -0.1
C -0.1 -0.2 -0.2
H 0.0 0.0 0.0
C 0.1 0.1 0.1
Ti -0.3 0.9 -1.1
H -0.1 0.0 0.1
H 0.0 0.0 0.0
C 0.0 0.3 0.3

Results
Multiplicity: 3
Total charge: -2
LUMO level (alpha / beta): 4.60 / 4.59 eV



The records above give, respectively, ΔE to the lowest compared entry with this formula, charge and spin values of 16.2 13.6 5.8 1.7 kcal/mol.